Density functional theory data (wB97M-V/def2-TZVPD) for the molecule C4H2N2S in a non-equilibrium geometry.

Last column: Löwdin charge in e.
Element x y z (Å)
C1 0.44 -0.19 -1.16  -0.17
C2 0.31 0.67 -0.14  -0.37
C3 -0.61 -1.14 -1.54  -0.29
C4 -0.44 0.51 2.27  -0.60
N1 -1.30 -1.91 -2.01  0.17
N2 0.26 0.66 3.17  0.10
S1 -1.20 0.36 0.74  0.95
H1 1.50 -0.24 -1.63  0.15
H2 1.04 1.28 0.30  0.07

The frontier orbital gap comes out at 0.3527 Eh. The SMILES is N#C/C=C\SC#N. For the energy above the lowest of the compared OMol25 structures with the same formula, charge and spin, the calculation gives 138.0 kJ/mol. The charge is 0. The LUMO energy is -0.45 eV. The HOMO energy comes out at -10.043 eV. The spin multiplicity is 1.

Density functional theory data (wB97M-V/def2-TZVPD) for a cluster of 11 separate species, C48H76N4O14S7 in total in a non-equilibrium geometry.

Last column: Löwdin charge in e.
Element x y z (Å)
N1 -4.37 0.25 0.34  0.07
C1 -5.52 0.46 -0.37  -0.13
C2 -6.73 0.80 0.21  -0.05
C3 -6.78 0.89 1.63  -0.06
C4 -5.64 0.61 2.38  -0.06
C5 -4.49 0.34 1.66  -0.16
H1 -5.38 0.33 -1.44  0.08
H2 -7.52 1.12 -0.41  0.09
H3 -7.71 1.08 2.12  0.09
H4 -5.66 0.69 3.44  0.10
H5 -3.51 0.22 2.16  0.09
N2 -0.50 4.88 0.72  0.07
C6 -0.82 6.13 1.03  -0.14
C7 -2.12 6.51 0.97  -0.08
C8 -3.13 5.59 0.79  -0.06
C9 -2.76 4.24 0.61  -0.06
C10 -1.44 3.97 0.49  -0.17
H6 0.01 6.73 1.31  0.10
H7 -2.33 7.57 1.05  0.11
H8 -4.20 5.81 0.73  0.11
H9 -3.55 3.50 0.41  0.10
H10 -0.93 3.01 0.34  0.07
N3 -2.71 -0.05 -4.20  0.04
C11 -3.63 0.80 -3.71  -0.14
C12 -3.19 1.95 -3.03  -0.06
C13 -1.83 2.09 -2.74  -0.09
C14 -0.96 1.16 -3.18  -0.08
C15 -1.45 0.13 -3.99  -0.15
H11 -4.66 0.52 -3.94  0.11
H12 -3.89 2.76 -2.68  0.11
H13 -1.44 2.99 -2.19  0.11
H14 0.07 1.32 -2.94  0.06
H15 -0.71 -0.61 -4.36  0.11
N4 -3.56 -4.90 -1.47  0.05
C16 -3.58 -4.13 -0.42  -0.18
C17 -3.49 -2.76 -0.35  -0.08
C18 -3.36 -2.12 -1.56  -0.08
C19 -3.33 -2.89 -2.74  -0.05
C20 -3.43 -4.29 -2.63  -0.16
H16 -3.59 -4.64 0.54  0.09
H17 -3.46 -2.23 0.61  0.07
H18 -3.16 -1.02 -1.62  0.09
H19 -3.28 -2.39 -3.70  0.08
H20 -3.36 -5.00 -3.46  0.11
C21 0.14 -4.27 -0.86  -0.21
C22 1.68 -4.17 -0.72  -0.18
C23 2.17 -5.59 -1.15  -0.21
S1 1.06 -6.73 -0.28  0.68
O1 1.51 -6.84 1.10  -0.34
O2 0.86 -7.88 -1.12  -0.33
C24 -0.34 -5.60 -0.28  -0.22
H21 -0.29 -4.26 -1.86  0.11
H22 -0.37 -3.44 -0.34  0.10
H23 1.97 -3.93 0.26  0.05
H24 2.10 -3.27 -1.19  0.11
H25 3.13 -5.94 -0.74  0.10
H26 2.16 -5.83 -2.23  0.11
H27 -0.69 -5.56 0.75  0.08
H28 -1.13 -6.01 -0.93  0.09
C25 4.27 -0.77 -6.40  -0.19
C26 3.21 0.07 -7.11  -0.22
C27 1.95 -0.45 -6.42  -0.26
S2 2.26 -0.24 -4.69  0.70
O3 1.63 -1.25 -3.85  -0.33
O4 2.03 1.14 -4.26  -0.34
C28 4.05 -0.50 -4.87  -0.17
H29 5.24 -0.68 -6.86  0.11
H30 3.95 -1.77 -6.64  0.11
H31 3.17 -0.06 -8.24  0.14
H32 3.31 1.14 -6.88  0.12
H33 1.76 -1.47 -6.69  0.11
H34 1.07 0.15 -6.64  0.11
H35 4.25 -1.36 -4.28  0.09
H36 4.42 0.39 -4.40  0.10
C29 -4.82 -4.20 5.41  -0.17
C30 -3.65 -3.48 6.07  -0.23
C31 -2.33 -3.79 5.36  -0.23
S3 -2.74 -3.73 3.60  0.63
O5 -1.88 -4.62 2.88  -0.32
O6 -2.88 -2.40 3.09  -0.31
C32 -4.36 -4.50 3.91  -0.19
H37 -5.78 -3.64 5.46  0.12
H38 -5.02 -5.15 5.82  0.09
H39 -3.57 -3.80 7.14  0.12
H40 -3.81 -2.36 6.05  0.13
H41 -1.94 -4.79 5.54  0.11
H42 -1.53 -3.06 5.58  0.09
H43 -4.13 -5.53 3.67  0.09
H44 -4.99 -4.21 3.13  0.08
C33 3.63 5.65 2.26  -0.24
C34 3.27 4.36 1.52  -0.19
C35 3.46 3.26 2.60  -0.23
S4 5.00 3.65 3.42  0.67
O7 6.04 3.05 2.62  -0.32
O8 4.94 3.46 4.85  -0.32
C36 4.85 5.41 3.04  -0.22
H45 2.74 5.97 2.77  0.11
H46 3.72 6.49 1.58  0.11
H47 3.94 4.18 0.62  0.13
H48 2.28 4.33 1.15  0.07
H49 3.41 2.27 2.21  0.07
H50 2.71 3.44 3.34  0.10
H51 5.77 5.64 2.49  0.11
H52 4.80 5.82 4.06  0.11
C37 3.53 4.32 -2.93  -0.22
C38 2.14 4.13 -3.57  -0.19
C39 1.13 4.89 -2.60  -0.22
S5 1.90 6.49 -2.53  0.67
O9 1.57 7.18 -1.31  -0.35
O10 1.79 7.23 -3.77  -0.33
C40 3.61 5.72 -2.33  -0.19
H53 4.31 4.04 -3.69  0.12
H54 3.72 3.63 -2.06  0.12
H55 1.84 3.09 -3.60  0.06
H56 2.12 4.63 -4.55  0.12
H57 1.22 4.38 -1.66  0.07
H58 0.14 4.94 -3.00  0.10
H59 3.62 5.70 -1.24  0.06
H60 4.34 6.42 -2.74  0.10
C41 3.47 -4.16 3.08  -0.25
C42 3.85 -2.90 3.73  -0.22
C43 2.79 -1.89 3.23  -0.18
S6 1.19 -2.85 3.23  0.67
O11 0.63 -2.82 1.91  -0.32
O12 0.49 -2.47 4.40  -0.31
C44 2.02 -4.46 3.36  -0.20
H61 4.15 -4.98 3.32  0.13
H62 3.65 -4.08 1.99  0.13
H63 4.83 -2.50 3.54  0.12
H64 3.82 -2.95 4.81  0.12
H65 2.79 -1.59 2.19  0.08
H66 2.77 -1.00 3.83  0.10
H67 1.54 -5.01 2.52  0.08
H68 1.80 -4.94 4.30  0.11
C45 -1.05 0.13 0.44  -0.17
C46 -0.55 0.44 1.88  -0.20
C47 0.70 1.31 1.86  -0.19
S7 1.42 0.98 0.20  0.65
O13 2.75 0.50 0.44  -0.32
O14 1.15 2.10 -0.64  -0.32
C48 0.27 -0.32 -0.26  -0.20
H69 -1.43 0.99 -0.09  0.08
H70 -1.79 -0.68 0.43  0.09
H71 -0.31 -0.46 2.44  0.08
H72 -1.36 0.79 2.52  0.10
H73 1.43 1.04 2.63  0.09
H74 0.47 2.41 1.79  0.09
H75 0.64 -1.29 0.04  0.07
H76 0.29 -0.29 -1.37  0.09

The frontier orbital gap comes out at 0.3472 Eh. The SMILES is O=S1(=O)CCCC1.O=S1(=O)CCCC1.O=S1(=O)CCCC1.O=S1(=O)CCCC1.O=S1(=O)CCCC1.O=S1(=O)CCCC1.O=S1(=O)CCCC1.c1ccncc1.c1ccncc1.c1ccncc1.c1ccncc1. The charge is 0. The LUMO energy is 0.20 eV. The HOMO energy comes out at -9.250 eV. The spin multiplicity is 1.

Density functional theory data (wB97M-V/def2-TZVPD) for the molecule C29H35BrFIO6 in a non-equilibrium geometry.

Last column: Löwdin charge in e.
Element x y z (Å)
C1 3.72 0.56 4.51  -0.10
C2 4.87 1.74 4.35  -0.23
O1 4.28 3.11 4.36  -0.21
C3 3.50 3.29 3.12  -0.17
C4 1.85 3.16 3.37  -0.14
O2 1.30 2.79 2.03  -0.22
C5 0.54 1.51 2.13  -0.16
C6 -0.38 1.44 0.74  0.03
C7 -1.98 1.90 0.88  0.03
F1 -2.50 2.33 2.23  -0.08
C8 -2.96 1.85 -0.47  -0.01
C9 -4.53 2.32 -0.31  -0.12
C10 -5.33 1.65 0.96  -0.35
C11 -5.18 0.02 1.10  -0.08
O3 -6.78 1.95 0.73  -0.13
C12 -2.28 1.32 -1.90  -0.02
C13 -3.31 1.24 -3.18  -0.16
C14 -4.44 0.03 -3.00  -0.19
C15 -3.75 -1.47 -2.86  -0.14
C16 -4.38 -2.33 -1.58  -0.25
O4 -4.11 -3.79 -1.67  -0.15
C17 -0.70 0.90 -2.04  0.02
C18 0.28 0.96 -0.69  0.04
C19 1.89 0.53 -0.86  -0.16
O5 2.84 1.16 -0.14  -0.04
C20 2.23 -0.66 -1.99  0.03
C21 3.51 -1.71 -1.79  -0.06
C22 4.52 -1.69 -0.49  -0.17
C23 4.86 -3.20 0.11  -0.32
C24 4.19 -3.46 1.61  -0.59
I1 5.91 -3.43 3.02  0.64
C25 3.78 -2.82 -3.01  -0.01
C26 2.83 -2.94 -4.35  -0.05
C27 1.56 -1.86 -4.49  -0.51
Br1 0.44 -2.04 -6.14  0.61
C28 1.26 -0.72 -3.35  -0.03
C29 0.05 0.41 -3.43  -0.20
O6 -0.22 0.91 -4.64  -0.06
H1 2.89 0.86 5.31  0.09
H2 3.16 0.53 3.46  0.06
H3 4.17 -0.51 4.74  0.07
H4 5.50 1.52 3.37  0.13
H5 5.59 1.66 5.28  0.12
H6 3.76 2.46 2.32  0.12
H7 3.67 4.33 2.59  0.14
H8 1.61 2.36 4.20  0.11
H9 1.47 4.23 3.64  0.13
H10 1.24 0.59 2.26  0.12
H11 -0.16 1.62 3.06  0.13
H12 -4.50 3.49 -0.09  0.14
H13 -5.16 2.22 -1.32  0.12
H14 -5.07 2.16 2.00  0.15
H15 -5.81 -0.29 2.06  0.10
H16 -4.06 -0.23 1.34  0.09
H17 -5.64 -0.59 0.21  0.07
H18 -7.33 1.13 0.92  0.10
H19 -3.95 2.24 -3.32  0.12
H20 -2.79 1.05 -4.22  0.11
H21 -5.10 0.17 -2.04  0.08
H22 -5.14 0.07 -3.95  0.12
H23 -4.09 -2.06 -3.82  0.12
H24 -2.58 -1.39 -2.83  0.11
H25 -5.57 -2.23 -1.52  0.13
H26 -3.99 -1.95 -0.53  0.10
H27 -4.45 -4.20 -0.81  0.11
H28 5.58 -1.20 -0.74  0.14
H29 4.06 -1.10 0.44  0.11
H30 6.02 -3.40 0.22  0.06
H31 4.46 -4.07 -0.58  0.10
H32 3.43 -2.62 1.91  0.05
H33 3.61 -4.48 1.63  0.06
H34 4.70 -3.54 -2.90  0.10
H35 3.09 -3.74 -5.17  0.10

The frontier orbital gap comes out at 0.2568 Eh. The SMILES is CCOCCOCc1c(F)c(C[C@H](C)O)c(CCCCO)c2c1C(=O)c1c(CCCI)ccc(Br)c1C2=O. For the energy above the lowest of the compared OMol25 structures with the same formula, charge and spin, the calculation gives 2522.6 kJ/mol. The charge is 0. The LUMO energy is -1.91 eV. The HOMO energy comes out at -8.900 eV. The spin multiplicity is 1.

Density functional theory data (wB97M-V/def2-TZVPD) for a cluster of 9 separate species, H18O9 in total in a non-equilibrium geometry.

Last column: Löwdin charge in e.
Element x y z (Å)
O1 0.91 -1.81 1.50  -0.04
H1 1.56 -1.19 1.15  0.07
H2 1.46 -2.42 1.99  0.08
O2 -0.14 0.06 3.62  -0.08
H3 0.21 -0.69 3.08  0.02
H4 0.72 0.28 4.05  0.07
O3 -3.02 1.41 -0.59  -0.06
H5 -2.27 0.84 -0.35  -0.01
H6 -3.59 0.86 -1.11  0.01
O4 -0.84 -0.29 -0.15  -0.06
H7 -0.08 0.32 -0.19  0.01
H8 -0.51 -1.07 0.30  0.02
O5 -0.80 -1.21 -2.92  -0.07
H9 -1.27 -0.39 -2.76  -0.01
H10 -0.75 -1.63 -2.04  0.01
O6 0.65 -3.03 -1.12  -0.07
H11 0.66 -2.66 -0.22  -0.01
H12 1.04 -3.93 -1.20  0.07
O7 1.44 1.08 -0.29  -0.04
H13 1.38 1.68 -1.02  0.03
H14 2.35 0.81 -0.53  0.09
O8 -0.01 2.05 -2.49  -0.02
H15 -0.85 1.69 -2.65  0.01
H16 -0.23 2.91 -2.11  0.07
O9 0.52 2.41 2.10  -0.08
H17 1.18 2.31 1.37  0.03
H18 0.30 1.62 2.57  -0.04

The frontier orbital gap comes out at 0.3678 Eh. The SMILES is O.O.O.O.O.O.O.O.O. For the energy above the lowest of the compared OMol25 structures with the same formula, charge and spin, the calculation gives 250.4 kJ/mol. The charge is 0. The LUMO energy is -0.54 eV. The HOMO energy comes out at -10.551 eV. The spin multiplicity is 1.

Density functional theory data (wB97M-V/def2-TZVPD) for a cluster of 3 separate species, C3H12NO3 in total in a non-equilibrium geometry.

Last column: Löwdin charge in e.
Element x y z (Å)
C1 1.01 -1.45 -0.18  -0.29
N1 0.13 -0.83 -1.22  -0.09
C2 -1.16 -0.43 -0.70  -0.47
O1 -1.13 0.70 0.05  -0.30
C3 2.38 -0.72 -0.19  -0.11
H1 1.07 -2.52 -0.40  0.08
H2 0.61 -1.44 0.88  0.11
H3 0.62 -0.17 -1.78  0.07
H4 -1.77 -0.19 -1.66  0.11
H5 -1.54 -1.33 -0.20  0.09
H6 2.69 -0.47 -1.23  0.06
H7 2.33 0.18 0.40  0.05
H8 3.15 -1.44 0.19  0.06
H9 -0.37 0.84 1.39  -0.01
H10 0.04 1.41 2.88  -0.01
O2 0.36 0.89 2.13  -0.17
H11 -2.47 1.59 0.04  0.00
H12 -2.73 3.09 -0.25  -0.02
O3 -3.21 2.29 -0.15  -0.16

The frontier orbital gap comes out at 0.2953 Eh. For the energy above the lowest of the compared OMol25 structures with the same formula, charge and spin, the calculation gives 61.1 kJ/mol. The charge is -1. The LUMO energy is 4.08 eV. The HOMO energy comes out at -3.954 eV. The spin multiplicity is 1.

Density functional theory data (wB97M-V/def2-TZVPD) for the molecule C5H4S in a non-equilibrium geometry.

Last column: Löwdin charge in e.
Element x y z (Å)
C1 -0.02 -1.54 -2.24  0.11
C2 0.32 -1.10 -1.13  -0.21
C3 -0.36 0.99 -0.04  -0.11
C4 -0.33 -0.16 0.89  -0.73
C5 0.73 0.00 -0.35  -0.22
S1 0.08 -0.11 2.57  0.71
H1 -1.15 0.97 -0.80  0.14
H2 0.10 1.91 0.26  0.11
H3 -1.02 -0.97 0.68  0.08
H4 1.66 0.02 0.18  0.13

The frontier orbital gap (alpha / beta) comes out at 0.2614 / 0.2497 Eh. For the energy above the lowest of the compared OMol25 structures with the same formula, charge and spin, the calculation gives 557.2 kJ/mol. The charge is 0. The LUMO energy (alpha / beta) is -2.65 / -2.67 eV. The HOMO energy (alpha / beta) comes out at -9.763 / -9.469 eV. The spin multiplicity is 1.